# 1
{"formula": "C9H4BaCl2N2O3S4", "method": "ωB97M-V with the def2-TZVPD basis set", "gap_ha": 0.18419, "charge": -2, "species": ["Ba", "S", "C", "C", "C", "C", "N", "C", "C", "C", "S", "C", "N", "H", "H", "O", "S", "O", "O", "S", "Cl", "C", "Cl", "H", "H"], "positions_angstrom": [[0.696, 1.192, 1.041], [-0.112, 0.570, -1.832], [-0.374, -1.136, -1.384], [0.094, -1.997, -2.315], [0.108, -3.412, -1.970], [0.667, -4.305, -2.951], [1.026, -5.019, -3.773], [-0.380, -3.865, -0.736], [-0.943, -2.928, 0.148], [-0.890, -1.554, -0.086], [-1.832, -0.539, 0.914], [-0.153, -5.219, -0.346], [0.060, -6.284, 0.060], [0.534, -1.723, -3.269], [-1.374, -3.264, 1.117], [0.901, 1.517, 3.800], [1.185, 2.933, 3.956], [1.691, 3.420, 2.632], [1.918, 3.332, 5.127], [-0.704, 3.806, 4.124], [-1.147, 4.166, 0.476], [-0.416, 4.819, -0.941], [0.150, 6.484, -0.720], [-1.158, 4.808, -1.747], [0.452, 4.199, -1.326]], "nbo_charge": [1.811, -0.618, -0.161, -0.189, -0.179, 0.303, -0.381, -0.198, -0.141, -0.258, -0.450, 0.306, -0.368, 0.229, 0.224, -1.127, 2.247, -1.135, -1.005, -0.909, 0.054, -0.437, -0.051, 0.214, 0.219]}

# 2
{"formula": "C9H4BrNO4Y", "method": "ωB97M-V with the def2-TZVPD basis set", "gap_ha": 0.18186, "charge": 3, "species": ["O", "C", "Y", "O", "C", "C", "O", "C", "O", "Br", "C", "C", "C", "C", "N", "C", "H", "H", "H", "H"], "positions_angstrom": [[0.433, -2.627, -2.348], [0.723, -1.565, -1.984], [1.827, 0.613, -0.730], [-2.995, 0.156, -4.093], [-2.016, 0.329, -3.541], [2.933, 0.348, -2.978], [3.613, 0.231, -3.899], [0.665, 2.799, -1.952], [0.366, 3.845, -2.316], [-0.525, -3.233, 3.448], [-0.495, -1.532, 2.589], [-0.834, -0.349, 3.271], [-0.817, 0.890, 2.597], [-0.359, 0.921, 1.275], [0.092, -0.245, 0.655], [-0.095, -1.484, 1.272], [-1.138, -0.431, 4.323], [-1.125, 1.813, 3.115], [-0.390, 1.848, 0.671], [0.137, -2.326, 0.624]], "nbo_charge": [-0.272, 0.414, 2.266, -0.391, 0.414, 0.351, -0.194, 0.391, -0.237, 0.277, -0.108, -0.076, -0.174, -0.061, -0.701, 0.030, 0.300, 0.299, 0.225, 0.247]}

no.,E_tot (a.u.)
1,-3219.3958
2,-3312.2234